Formula: C25H52N2O2P2W
Source: the OMol25 dataset
Level of theory: ωB97M-V with the def2-TZVPD basis set

The geometry in XYZ format:
```
84
Properties=species:S:1:pos:R:3:forces:R:3
W -0.22400 -0.19834 -0.07630 0.937 0.892 3.380
C 1.52856 -0.34318 -0.98262 9.568 -0.443 -2.976
O 2.64129 -0.39660 -1.41871 -6.623 0.372 2.261
C -2.16406 0.05903 -0.34670 -10.855 1.812 0.352
O -3.34320 0.23460 -0.42549 7.176 -1.054 0.101
P -0.14215 2.10267 -1.20132 0.279 2.061 -2.622
C -0.50870 2.03834 -3.02582 -0.013 -0.246 -0.157
H -0.54116 3.08997 -3.35274 0.001 -0.270 0.407
C -1.42292 3.29944 -0.55137 -0.877 -0.423 0.918
H -2.32074 2.65648 -0.49243 0.151 0.331 -0.056
C 1.52998 2.94038 -1.19771 0.704 -0.541 0.331
H 2.17790 2.18033 -1.67041 -0.186 0.305 0.031
C 1.31856 -3.45665 1.01336 0.722 0.364 0.316
P -0.19370 -2.61109 0.38730 0.423 -3.052 -0.973
H -0.92975 -4.17811 -1.27213 0.168 0.434 -0.270
H 2.09576 -3.18909 0.27770 -0.245 -0.130 0.105
C -1.63726 -3.43987 1.20024 -1.173 0.313 0.730
H -1.35525 -4.50626 1.17495 0.257 0.350 -0.208
C -1.10642 3.78950 0.86270 -0.131 0.174 0.441
H -2.03485 4.13987 1.33975 0.242 -0.077 -0.195
H -0.42063 4.64857 0.85854 -0.216 -0.325 -0.039
H -0.68899 3.00276 1.50660 0.012 0.251 -0.092
C -1.75045 4.49056 -1.46962 0.274 -0.012 -0.504
H -0.92785 5.21737 -1.50903 -0.354 -0.264 0.022
H -2.63208 5.00476 -1.05932 0.224 -0.224 0.053
H -2.00640 4.18609 -2.48955 -0.023 0.166 0.245
C 1.59890 4.23140 -2.03236 -0.299 0.114 -0.214
H 1.20519 4.11693 -3.04878 0.109 0.096 0.268
H 2.65936 4.50467 -2.14017 -0.250 -0.139 0.133
H 1.08792 5.07092 -1.53949 0.251 -0.321 -0.144
C 2.06422 3.18543 0.20906 0.238 0.171 0.351
H 3.06832 3.62672 0.13196 -0.251 -0.137 0.019
H 2.15571 2.26065 0.79527 -0.032 0.333 -0.189
H 1.44404 3.89252 0.77176 0.282 -0.215 -0.155
C 0.62747 1.36018 -3.79047 0.523 -0.002 0.259
H 1.60000 1.85551 -3.69321 -0.356 0.304 -0.237
H 0.35812 1.29794 -4.85551 0.207 -0.099 0.339
H 0.80957 0.35087 -3.40700 -0.018 0.422 -0.251
C -1.88109 1.41895 -3.32104 -0.219 0.074 -0.019
H -1.91034 0.33453 -3.14251 0.049 0.152 -0.080
H -2.13144 1.58006 -4.38243 0.056 -0.108 0.385
H -2.68676 1.86351 -2.72079 0.149 0.018 -0.232
C 1.14942 -4.98487 1.03954 -0.306 -0.072 -0.034
H 0.77734 -5.39356 0.09313 0.049 0.008 0.242
H 0.47624 -5.29938 1.84913 0.269 0.042 -0.177
H 2.13323 -5.43683 1.22663 -0.212 0.167 -0.030
C 1.76167 -2.91408 2.36610 0.198 0.085 0.400
H 0.97069 -2.97515 3.12202 0.327 -0.066 -0.119
C -1.13643 -2.14513 -2.04137 -0.936 -1.151 0.240
H 2.07903 -1.86723 2.29474 -0.014 -0.368 0.073
H 2.61865 -3.49906 2.72850 -0.231 0.171 -0.069
C 1.00204 -3.50865 -2.02167 -0.208 -0.019 -0.100
H -0.57177 -1.16169 -1.97651 0.176 0.312 -0.302
H -1.25196 -2.37171 -3.10705 0.172 0.489 0.197
H -2.15398 -2.00577 -1.66643 0.124 -0.113 0.142
C -0.34337 -3.24226 -1.33980 -0.033 0.016 0.286
H 0.82717 -3.67672 -3.09154 0.139 0.029 0.189
H 1.47669 -4.40722 -1.61800 0.010 0.249 -0.166
H 1.68903 -2.65972 -1.90187 -0.069 -0.322 -0.215
C -2.96758 -3.28884 0.44488 0.170 0.056 -0.204
H -3.25548 -2.23339 0.32189 -0.080 -0.353 0.174
H -3.75743 -3.78730 1.02736 0.248 0.166 -0.190
H -2.93837 -3.76240 -0.54349 -0.141 0.069 0.247
C -1.79613 -3.01126 2.65942 0.030 -0.013 0.290
H -2.03296 -1.94073 2.73467 -0.028 -0.377 -0.038
H -0.90159 -3.20801 3.26058 -0.337 0.002 -0.095
H -2.63064 -3.57135 3.11138 0.295 0.200 -0.139
H 0.10674 -1.27484 -4.14683 -0.711 0.480 0.014
H -0.39419 -0.79166 -3.83056 0.765 -0.985 -1.155
C 3.31059 1.02692 3.93183 0.576 -0.206 -0.256
C 1.98174 0.82152 3.35021 0.807 -0.107 -0.698
C 0.73511 1.04391 3.90636 -2.249 -0.110 -0.409
C -0.22165 0.75965 2.93533 0.577 0.507 1.659
N 0.42502 0.36463 1.79117 0.186 -0.771 -2.582
N 1.77698 0.39639 2.09240 0.525 0.152 0.249
C -1.68304 0.84918 3.05751 -1.177 0.197 0.525
H 3.45313 2.07252 4.23465 -0.183 -0.106 0.019
H 3.43502 0.41191 4.83212 -0.086 0.094 -0.041
H 4.09772 0.76892 3.21830 -0.007 0.021 0.155
H 0.50745 1.37324 4.90527 0.115 0.082 0.139
H 2.49897 0.16082 1.40909 -0.373 0.140 0.359
H -1.91826 1.30119 4.04093 0.095 -0.158 -0.513
H -2.17031 1.49928 2.30075 0.348 -0.430 0.278
H -2.17520 -0.14355 3.08503 0.298 0.564 -0.186
```
Forces are in eV/Å.

The value obtained for the energy is -1991.84046 Ha. As for the expectation value of S²: 2.09. Its charge is +4. The spin multiplicity is 3.